Record 1
Entry from the Open Molecules 2025 dataset: the ion C24H36F2NO2Si2 with charge +1 in a non-equilibrium geometry (ωB97M-V/def2-TZVPD).

```
! RIJCOSX wB97M-V def2-TZVPD def2/J DEFGRID3
* xyz 1 1
C 1.321 2.309 -1.199
C 1.566 3.080 0.019
C 2.933 3.730 0.199
C 3.817 4.899 -0.151
C 3.940 6.473 0.266
C 3.087 7.458 -0.246
C 3.342 8.835 -0.244
C 4.516 9.340 0.301
C 4.855 10.754 0.210
C 5.332 8.429 0.928
F 6.564 8.928 1.327
C 5.066 7.040 0.953
C 5.231 4.283 0.138
C 5.417 3.055 0.839
C 6.577 2.345 0.668
C 7.640 2.953 -0.048
C 8.951 2.270 -0.152
C 7.500 4.248 -0.606
F 8.630 4.939 -1.055
C 6.287 4.899 -0.586
N 0.668 2.736 1.042
O -0.176 1.745 0.474
Si -1.900 2.128 0.900
C -2.055 1.822 2.713
C -2.890 0.828 -0.031
C -2.047 3.845 0.365
O 1.318 2.234 2.192
Si 1.523 0.489 2.324
C 1.838 0.517 4.149
C 0.077 -0.669 2.024
C 2.946 -0.052 1.247
H 2.052 2.501 -1.988
H 1.273 1.237 -1.112
H 0.390 2.620 -1.676
H 3.554 2.839 -0.408
H 2.972 3.860 1.303
H 3.702 4.996 -1.408
H 2.107 7.138 -0.666
H 2.676 9.537 -0.778
H 4.052 11.246 -0.304
H 4.962 11.147 1.204
H 5.757 10.929 -0.348
H 5.792 6.419 1.477
H 4.631 2.548 1.424
H 6.630 1.334 1.141
H 8.859 1.182 0.048
H 9.356 2.441 -1.168
H 9.675 2.677 0.587
H 6.151 5.892 -1.060
H -2.826 2.548 3.003
H -2.417 0.812 2.927
H -1.143 2.013 3.291
H -3.932 1.160 0.139
H -2.671 0.800 -1.114
H -2.738 -0.180 0.399
H -2.818 4.289 0.994
H -1.120 4.405 0.492
H -2.361 3.932 -0.672
H 2.123 -0.478 4.508
H 2.641 1.207 4.424
H 0.947 0.817 4.712
H 0.375 -1.637 2.466
H -0.855 -0.345 2.498
H -0.094 -0.841 0.954
H 3.304 -0.998 1.689
H 2.609 -0.262 0.223
H 3.782 0.656 1.217
*
```

Structure (SMILES) ... CC(CC(c1ccc(C)c(F)c1)c1ccc(C)c(F)c1)=[N+](O[Si](C)(C)C)O[Si](C)(C)C
Energy above the lowest of the compared OMol25 structures with the same formula, charge and spin ... 70.5 kcal/mol

Record 2
Entry from the Open Molecules 2025 dataset: a structure of composition C5H7NS in a non-equilibrium geometry (ωB97M-V/def2-TZVPD).

```
! RIJCOSX wB97M-V def2-TZVPD def2/J DEFGRID3
* xyz 0 1
C 0.776 -0.393 -1.982
C 0.447 0.391 -0.761
C -0.103 0.691 1.645
C -0.711 -0.819 1.500
C -0.425 -0.223 0.303
H -0.160 -0.814 -2.380
H 1.358 -1.206 -1.739
H 1.146 0.595 -2.429
H 1.017 0.818 1.762
H -1.690 -1.036 1.852
H -0.050 -1.580 2.222
H -1.430 -0.189 -0.096
N 0.306 1.633 -0.700
S -0.483 2.132 0.804
*
```

Energy above the lowest of the compared OMol25 structures with the same formula, charge and spin ... 127.1 kcal/mol

Record 3
Entry from the Open Molecules 2025 dataset: a structure of composition C9H11Cl2N7O6Rh in a non-equilibrium geometry (ωB97M-V/def2-TZVPD).

```
! RIJCOSX wB97M-V def2-TZVPD def2/J DEFGRID3
* xyz 1 1
Rh 0.878 0.458 -0.377
N 2.198 2.031 0.434
N 1.502 3.002 1.151
C 0.159 2.919 1.256
N -0.482 3.881 1.893
N -0.371 1.824 0.709
N -1.752 1.595 0.749
O -2.491 2.424 1.252
O -2.104 0.556 0.269
H 2.937 1.631 1.004
H 2.563 2.412 -0.439
H 1.990 3.832 1.449
H 0.000 4.678 2.274
H -1.491 3.818 1.943
Cl -3.438 -5.025 1.616
C -2.520 -3.767 0.871
C -2.862 -3.333 -0.422
C -2.133 -2.360 -1.053
Cl -2.576 -1.817 -2.623
C -0.987 -1.787 -0.449
O -0.255 -0.980 -1.159
C -0.709 -2.183 0.888
C 0.342 -1.600 1.623
O 1.225 -0.821 1.189
C -1.479 -3.186 1.526
H -3.714 -3.769 -0.926
H 0.403 -1.864 2.685
H -1.220 -3.515 2.524
N 2.270 -0.624 -1.561
N 2.427 0.032 -2.797
C 1.583 1.139 -3.049
O 1.430 1.536 -4.165
O 1.112 1.671 -1.946
H 3.158 -0.709 -1.076
H 1.831 -1.537 -1.664
H 2.579 -0.563 -3.599
*
```

Energy above the lowest of the compared OMol25 structures with the same formula, charge and spin ... 11.7 kcal/mol

Record 4
Entry from the Open Molecules 2025 dataset: a structure of composition C47H45Br2ClIKN5O5P2 in a non-equilibrium geometry (ωB97M-V/def2-TZVPD).

```
! RIJCOSX wB97M-V def2-TZVPD def2/J DEFGRID3
* xyz -1 1
K -0.323 0.042 0.016
O 5.569 -1.848 -5.338
N 5.351 -2.754 -4.558
O 6.005 -3.777 -4.528
C 4.379 -2.513 -3.460
C 4.251 -3.520 -2.581
C 3.394 -3.411 -1.449
C 3.238 -4.468 -0.534
C 2.426 -4.287 0.548
C 1.807 -3.035 0.717
N 1.938 -2.033 -0.126
C 2.702 -2.220 -1.215
C 2.793 -1.143 -2.202
N 2.016 -0.061 -1.988
C 2.002 0.896 -2.888
C 2.772 0.851 -4.055
C 3.584 -0.227 -4.279
C 3.618 -1.282 -3.341
H 4.823 -4.423 -2.734
H 3.756 -5.405 -0.705
H 2.260 -5.076 1.271
H 1.170 -2.846 1.578
H 1.354 1.742 -2.674
H 2.717 1.658 -4.776
H 4.184 -0.276 -5.170
Cl -7.069 1.972 3.390
C -5.712 1.404 2.427
C -5.939 0.469 1.391
C -4.907 0.015 0.625
C -3.546 0.471 0.810
O -2.616 0.074 0.070
C -3.356 1.400 1.902
C -2.057 1.891 2.281
O -0.970 1.663 1.756
C -4.451 1.844 2.677
H -6.947 0.110 1.222
H -5.073 -0.717 -0.158
H -2.082 2.540 3.185
H -4.273 2.546 3.486
Br -1.788 -3.903 -3.235
C -2.030 -3.882 -1.349
C -2.795 -4.888 -0.765
C -3.006 -4.913 0.587
Br -4.053 -6.330 1.326
C -2.462 -3.911 1.418
C -2.678 -3.832 2.815
C -2.144 -2.804 3.535
C -1.357 -1.845 2.870
N -1.116 -1.895 1.583
C -1.663 -2.890 0.830
C -1.391 -2.841 -0.624
O -0.655 -1.967 -1.146
H -3.228 -5.658 -1.391
H -3.283 -4.587 3.296
H -2.318 -2.720 4.601
H -0.910 -1.013 3.413
C 5.105 0.377 2.282
C 3.758 0.214 1.578
P 2.246 -0.074 2.616
C 2.336 1.457 3.657
C 1.088 1.671 4.520
C 2.935 -1.346 3.784
C 1.872 -2.048 4.632
H 5.893 0.589 1.554
H 5.392 -0.530 2.816
H 5.096 1.199 3.001
H 3.804 -0.604 0.852
H 3.527 1.111 0.999
H 2.432 2.288 2.951
H 3.236 1.448 4.276
H 0.196 1.682 3.892
H 1.140 2.619 5.061
H 0.972 0.878 5.264
H 3.693 -0.886 4.424
H 3.450 -2.086 3.162
H 1.338 -1.343 5.275
H 2.322 -2.805 5.279
H 1.124 -2.540 4.007
I -0.265 6.428 1.410
C 1.062 5.041 0.600
C 2.400 5.353 0.438
C 3.233 4.389 -0.112
C 2.685 3.167 -0.476
N 1.395 2.870 -0.317
C 0.594 3.791 0.219
H 2.785 6.321 0.729
H 4.288 4.585 -0.255
H 3.304 2.391 -0.917
H -0.443 3.506 0.356
C -3.364 1.464 -2.461
P -1.530 1.627 -2.585
C -1.211 0.254 -3.782
C -1.469 3.106 -3.698
C -0.895 4.282 -3.216
C -0.854 5.437 -3.991
C -1.382 5.428 -5.274
C -1.948 4.259 -5.775
C -1.991 3.114 -4.993
H -3.843 1.676 -3.418
H -3.749 2.144 -1.699
H -3.588 0.449 -2.137
H -2.076 0.057 -4.420
H -0.992 -0.655 -3.209
H -0.350 0.491 -4.411
H -0.473 4.288 -2.217
H -0.409 6.342 -3.592
H -1.355 6.324 -5.883
H -2.358 4.243 -6.778
H -2.434 2.210 -5.398
*
```

| no. | HOMO-LUMO gap (eV) |
| --- | --- |
| 1 | 6.303 |
| 2 | 9.370 |
| 3 | 7.161 |
| 4 | 5.082 |